[1]
Below is a single C2H2FP molecule in a non-equilibrium geometry, with properties calculated with wB97M-V/def2-TZVPD.

```
6
Properties=species:S:1:pos:R:3:nbo_charge:R:1
F 0.6024 -1.8719 -0.4563 -0.32
C 0.6994 -0.6658 0.0983 0.25
P 1.0959 1.1542 -0.7840 0.33
C -0.4240 0.2994 0.2146 -0.72
H -1.3496 0.1944 -0.1788 0.21
H -0.6242 0.8896 1.1061 0.24
```

Calculated values
**Energy relative to the best compared isomer or geometry (same formula, charge and spin)**: 85.2 kcal/mol
**Multiplicity**: 1
**Net charge**: 0
**Structure (SMILES)**: FC1=PC1
**HOMO-LUMO gap (alpha / beta)**: 7.154 / 7.864 eV

=====

[2]
Below is a molecular structure, C2H2FPt in a non-equilibrium geometry, with properties calculated with wB97M-V/def2-TZVPD.

```
6
Properties=species:S:1:pos:R:3:nbo_charge:R:1
F -2.2750 -0.0016 -0.2823 -0.66
C -0.5325 0.4101 0.2393 0.04
C 0.3533 -0.4968 0.2163 -0.60
H -0.5834 1.5162 0.1779 0.19
H 0.2500 -1.5797 0.1548 0.21
Pt 2.7876 0.1517 -0.5061 -0.18
```

Calculated values
**Multiplicity**: 3
**Net charge**: -1
**<S²>**: 2.01
**HOMO-LUMO gap (alpha / beta)**: 6.162 / 7.185 eV

=====

[3]
Below is a molecular structure, C2H2HgO2 in a non-equilibrium geometry, with properties calculated with wB97M-V/def2-TZVPD.

```
7
Properties=species:S:1:pos:R:3:nbo_charge:R:1
H 1.6600 0.4509 -1.3404 0.18
O 0.4625 -1.1995 -0.5064 -0.88
C 0.6168 -0.1350 -1.2939 -0.17
C 0.1436 1.1665 -0.6410 0.52
O -0.3514 1.2094 0.4573 -0.64
H 0.1589 -0.1605 -2.3066 0.20
Hg -0.5956 -0.9610 1.3063 0.79
```

Calculated values
**Energy relative to the best compared isomer or geometry (same formula, charge and spin)**: 7.2 kcal/mol
**Multiplicity**: 3
**Net charge**: 0
**<S²>**: 2.01
**HOMO-LUMO gap (alpha / beta)**: 8.468 / 7.521 eV

=====

[4]
Below is 2 unconnected molecules or ions with the total composition C2H2I2S2 in a non-equilibrium geometry, with properties calculated with wB97M-V/def2-TZVPD.

```
8
Properties=species:S:1:pos:R:3:nbo_charge:R:1
S -0.6056 -3.2463 0.3803 0.24
C -1.3489 -1.9339 0.1203 -0.15
C -1.8104 -0.7675 -0.0790 -0.47
S -3.3077 -0.3813 -0.8846 0.11
I -0.4115 0.8971 0.3854 0.14
H -3.4678 0.4463 0.1122 0.13
I 3.9596 -0.4031 0.0638 -0.09
H 4.9376 -0.6995 -1.0764 0.09
```

Calculated values
**Energy relative to the best compared isomer or geometry (same formula, charge and spin)**: 24.4 kcal/mol
**Multiplicity**: 1
**Net charge**: 0
**Structure (SMILES)**: S=C=C(S)I.I
**HOMO-LUMO gap**: 6.975 eV

=====

[5]
Below is a single C2H2IN3 molecule in a non-equilibrium geometry, with properties calculated with wB97M-V/def2-TZVPD.

```
8
Properties=species:S:1:pos:R:3:nbo_charge:R:1
I 1.7169 2.1625 0.5658 0.18
C 0.0950 0.7280 0.7589 -0.39
C 0.2387 -0.6819 0.6729 0.03
N -0.5025 -1.2747 1.5916 -0.27
N -1.2299 -0.4082 2.2770 -0.01
N -1.0811 0.7698 2.0015 -0.07
H -0.6621 1.1972 0.1197 0.29
H 0.8387 -1.3335 0.1099 0.23
```

Calculated values
**Energy relative to the best compared isomer or geometry (same formula, charge and spin)**: 66.3 kcal/mol
**Multiplicity**: 1
**Net charge**: 0
**Structure (SMILES)**: I[C@H]1C=NN=N1
**HOMO-LUMO gap**: 8.556 eV

=====

[6]
Below is a molecular structure, C2H2INO2S in a non-equilibrium geometry, with properties calculated with wB97M-V/def2-TZVPD.

```
9
Properties=species:S:1:pos:R:3:nbo_charge:R:1
C -1.1572 -1.0799 0.4026 0.22
C 0.2044 -1.0452 0.1060 -0.79
N -2.2641 -1.0655 0.6407 -0.25
O -0.3284 0.6888 -1.7376 -0.81
O 2.0767 0.3130 -1.1326 -0.81
S 0.7021 -0.0452 -1.0608 2.15
I 0.2904 2.4137 0.9407 -0.06
H 0.9560 -1.2832 0.7617 0.28
H -0.4799 1.1035 1.0792 0.08
```

Calculated values
**Energy relative to the best compared isomer or geometry (same formula, charge and spin)**: 37.2 kcal/mol
**Multiplicity**: 1
**Net charge**: 0
**HOMO-LUMO gap**: 8.854 eV

=====

[7]
Below is a molecular structure, C2H2INO3S2 in a non-equilibrium geometry, with properties calculated with wB97M-V/def2-TZVPD.

```
11
Properties=species:S:1:pos:R:3:nbo_charge:R:1
C 0.7184 1.5849 -0.1754 0.63
C 0.3602 -0.9737 -0.8546 -0.84
N -1.1873 0.6380 0.8330 -1.09
O 1.1963 0.6988 0.7570 -0.68
O 0.0857 -1.4316 1.7421 -0.86
O 0.4342 2.7295 0.0241 -0.48
S 0.4966 0.6923 -1.7481 0.23
S -0.0063 -0.3870 0.7912 2.19
I -2.8476 -0.3967 0.8061 0.33
H -0.5672 -1.4805 -1.3414 0.29
H 1.3169 -1.6740 -0.8339 0.29
```

Calculated values
**Multiplicity**: 1
**Net charge**: 0
**HOMO-LUMO gap**: 9.149 eV

=====

[8]
Below is a molecular structure, C2H2KNaO in a non-equilibrium geometry, with properties calculated with wB97M-V/def2-TZVPD.

```
7
Properties=species:S:1:pos:R:3:nbo_charge:R:1
O -0.3051 -1.3366 0.1863 -1.61
Na -0.3240 0.4018 1.9261 0.79
K -0.9296 -3.7219 2.0016 0.88
C 0.3778 0.6327 -1.3593 -0.04
C 0.2805 1.6271 -0.6038 -0.44
H 0.0801 0.2145 -2.3165 0.22
H 0.8202 2.1824 0.1656 0.21
```

Calculated values
**Multiplicity**: 1
**Net charge**: 0
**HOMO-LUMO gap (alpha / beta)**: 4.331 / 4.344 eV

=====

Repeat the first record exactly.
Below is a single C2H2FP molecule in a non-equilibrium geometry, with properties calculated with wB97M-V/def2-TZVPD.

```
6
Properties=species:S:1:pos:R:3:nbo_charge:R:1
F 0.6024 -1.8719 -0.4563 -0.32
C 0.6994 -0.6658 0.0983 0.25
P 1.0959 1.1542 -0.7840 0.33
C -0.4240 0.2994 0.2146 -0.72
H -1.3496 0.1944 -0.1788 0.21
H -0.6242 0.8896 1.1061 0.24
```

Calculated values
**Energy relative to the best compared isomer or geometry (same formula, charge and spin)**: 85.2 kcal/mol
**Multiplicity**: 1
**Net charge**: 0
**Structure (SMILES)**: FC1=PC1
**HOMO-LUMO gap (alpha / beta)**: 7.154 / 7.864 eV

=====

> What is the formula in the fifth record?

C2H2IN3

=====

> Number 7 is which compound?

C2H2INO3S2

=====

> What is the formula in the seventh record?

C2H2INO3S2